1.
{"formula": "C10H24F2N4", "method": "ωB97M-V with the def2-TZVPD basis set", "elements": ["N", "C", "C", "C", "N", "C", "C", "C", "C", "F", "F", "N", "C", "C", "C", "N", "H", "H", "H", "H", "H", "H", "H", "H", "H", "H", "H", "H", "H", "H", "H", "H", "H", "H", "H", "H", "H", "H", "H", "H"], "positions_angstrom": [[4.442, 0.974, -0.291], [4.234, -0.342, 0.441], [3.288, -1.381, -0.108], [1.939, -0.945, -0.495], [1.154, -2.133, -0.808], [0.362, -2.635, 0.272], [-0.781, -1.753, 0.645], [-1.679, -1.221, -0.530], [-2.843, -0.314, 0.180], [-3.434, -0.920, 1.237], [-3.937, -0.248, -0.681], [-2.404, 0.988, 0.419], [-2.042, 1.822, -0.748], [-0.519, 2.080, -0.877], [0.195, 2.906, 0.367], [1.561, 2.598, 0.697], [5.142, 1.486, 0.266], [3.616, 1.593, -0.394], [5.247, -0.860, 0.573], [3.991, -0.134, 1.505], [3.600, -1.798, -1.115], [3.394, -2.098, 0.776], [1.863, -0.256, -1.484], [1.406, -0.155, 0.244], [0.566, -1.926, -1.551], [1.066, -2.806, 1.100], [0.096, -3.618, 0.054], [-1.440, -2.282, 1.369], [-0.293, -0.855, 1.191], [-1.122, -0.464, -1.217], [-2.052, -2.053, -1.148], [-3.024, 1.427, 1.025], [-2.286, 1.256, -1.686], [-2.625, 2.807, -0.547], [0.090, 1.102, -1.171], [-0.276, 2.683, -1.798], [-0.404, 2.618, 1.200], [-0.029, 3.958, 0.298], [1.558, 1.571, 0.885], [2.048, 3.017, 1.613]], "forces_ev_per_a": [[0.2, -0.7, 0.5], [1.7, 1.4, 0.5], [1.9, -0.2, -0.3], [-3.0, 3.2, -0.7], [1.1, 0.3, 0.6], [1.3, 0.3, 0.7], [-0.4, 1.7, 1.1], [0.1, 1.7, 1.1], [0.5, -1.5, -2.7], [1.0, 0.4, 0.7], [-0.2, -0.2, -0.9], [1.6, -0.9, -0.2], [0.3, 0.5, 0.4], [3.0, 0.4, -0.4], [-2.2, -1.1, -0.1], [2.6, -1.0, 1.5], [-0.6, -0.2, -0.6], [0.5, -0.9, 0.5], [-1.1, 0.9, -0.6], [-0.4, -0.1, -0.4], [0.6, -0.1, 1.6], [-1.0, 0.1, -1.7], [1.0, -1.6, 2.0], [1.0, -2.0, -0.9], [-1.1, 0.3, -1.7], [-0.3, 0.4, 0.2], [-1.0, -1.7, -0.7], [0.4, 0.5, -0.4], [-1.3, -1.2, -0.7], [-0.9, -1.6, 1.2], [-0.3, 0.5, 0.3], [-1.2, 1.0, 1.2], [-0.5, 1.1, 0.7], [1.0, -1.6, -1.1], [-1.3, 1.8, 1.2], [-0.7, -0.4, 0.7], [-0.9, -0.3, 0.8], [0.4, 0.5, -0.6], [0.3, 1.2, -0.2], [-2.2, -0.8, -2.7]], "nbo_charge": [-0.871, -0.210, -0.448, -0.213, -0.620, -0.230, -0.432, -0.468, 0.832, -0.335, -0.390, -0.683, -0.238, -0.422, -0.213, -0.866, 0.354, 0.381, 0.194, 0.155, 0.224, 0.219, 0.203, 0.139, 0.348, 0.195, 0.196, 0.228, 0.210, 0.211, 0.227, 0.384, 0.219, 0.215, 0.205, 0.217, 0.160, 0.188, 0.355, 0.380], "lumo_energy_ev": 0.830, "smiles": "NCCCNCCCC(F)(F)NCCCN", "homo_lumo_gap_ev": 9.69, "total_charge": 0}

2.
{"formula": "C10H24F2N4", "method": "ωB97M-V with the def2-TZVPD basis set", "elements": ["C", "C", "C", "C", "C", "C", "C", "C", "C", "C", "H", "H", "H", "H", "H", "H", "H", "H", "H", "H", "H", "H", "H", "H", "H", "H", "H", "H", "H", "H", "H", "H", "H", "H", "N", "N", "N", "N", "F", "F"], "positions_angstrom": [[0.081, 4.361, 1.549], [-0.893, 3.337, 2.278], [-1.701, 2.527, 1.388], [0.335, 1.233, 0.577], [0.110, 0.230, -0.769], [1.528, -0.527, -0.863], [1.252, -1.767, 0.110], [0.314, -3.205, -1.620], [-0.394, -2.497, -2.779], [-1.959, -2.553, -2.578], [1.346, 6.045, 2.261], [1.571, 4.513, 2.741], [-0.544, 5.038, 0.871], [0.879, 3.776, 0.952], [-0.169, 2.836, 2.906], [-1.445, 3.615, 3.159], [-2.551, 3.144, 0.968], [-2.068, 1.626, 1.864], [-1.237, 1.953, -0.581], [0.179, 0.627, 1.554], [1.377, 1.946, 0.486], [-0.957, -0.547, -0.535], [0.245, 0.750, -1.849], [1.754, -0.861, -1.793], [2.302, 0.276, -0.602], [-0.112, -3.163, 0.343], [1.343, -3.481, -2.132], [-0.168, -4.253, -1.510], [-0.093, -2.980, -3.795], [-0.025, -1.414, -2.625], [-2.364, -2.036, -3.468], [-2.248, -3.593, -2.442], [-2.223, -1.820, -0.474], [-3.134, -1.030, -1.683], [0.789, 5.133, 2.591], [-0.739, 2.197, 0.317], [0.165, -2.566, -0.386], [-2.606, -1.929, -1.411], [1.097, -1.683, 1.448], [2.573, -2.501, 0.091]], "forces_ev_per_a": [[-1.0, 0.6, -0.7], [2.2, 1.6, 1.8], [0.6, -0.2, -2.0], [-0.6, 0.8, -2.7], [1.7, -0.2, 0.5], [-2.8, 1.1, 5.3], [3.1, -1.3, -1.7], [0.4, -3.9, -3.9], [-0.4, 1.0, 0.6], [1.0, 0.7, 0.3], [-2.1, -2.6, 0.4], [0.4, 0.0, 0.9], [1.1, -0.9, 0.7], [-1.8, 1.0, 0.6], [0.6, -1.5, -0.4], [-0.8, 1.7, 0.0], [0.8, -0.8, 0.3], [-0.5, -0.3, 0.3], [0.8, 0.3, 1.7], [0.7, 1.1, -1.6], [-2.3, -2.7, 0.6], [3.8, 2.9, -1.3], [-1.6, -0.3, 2.7], [0.5, -1.5, -2.7], [-0.9, -1.7, 0.2], [-0.3, -1.0, 0.9], [-1.2, 0.8, 2.2], [0.7, 1.5, -0.2], [-0.6, 1.1, 1.8], [-0.8, -1.5, -1.2], [-0.3, -0.8, 0.4], [0.1, -0.4, -1.0], [0.3, -0.5, -0.8], [1.4, -2.0, 0.8], [1.7, 2.1, -0.7], [-2.2, -0.6, -1.8], [2.3, 1.8, 1.4], [-1.8, 2.9, -0.7], [-0.5, 1.2, -0.5], [-1.8, 0.5, -0.3]], "nbo_charge": [-0.196, -0.442, -0.219, -0.240, -0.480, -0.476, 0.848, -0.242, -0.423, -0.220, 0.356, 0.340, 0.187, 0.178, 0.198, 0.223, 0.198, 0.174, 0.367, 0.215, 0.181, 0.266, 0.229, 0.215, 0.241, 0.396, 0.209, 0.199, 0.220, 0.204, 0.200, 0.182, 0.378, 0.367, -0.845, -0.668, -0.682, -0.875, -0.327, -0.434], "lumo_energy_ev": 0.763, "homo_lumo_gap_ev": 9.15, "total_charge": 0}

For each record above, in turn, the calculated ΔE to the lowest compared entry with this formula, charge and spin values are 312.2; 608.6 kJ/mol.
For each record above, in turn, the calculated molar mass values are 238.33; 238.33 g/mol.